# C24H24CsN5OS2

A structure of composition C24H24CsN5OS2 (ωB97M-V with the def2-TZVPD basis set, the Open Molecules 2025 dataset).

```
! RIJCOSX wB97M-V def2-TZVPD def2/J DEFGRID3
* xyz 0 1
C -4.96 5.52 -1.65
C -3.82 4.55 -1.70
H -3.95 4.13 -3.82
H 6.54 0.70 3.73
C 3.83 -2.94 -0.64
H -1.56 -0.28 4.65
C -0.48 -0.32 4.63
H -5.26 5.85 -2.64
H 2.11 2.27 3.74
H -2.06 2.49 -3.68
H 4.21 -2.13 2.94
C 1.80 0.20 3.26
S 0.03 0.41 3.07
N -0.74 -2.61 -2.01
N 0.25 -2.05 -2.50
C 3.50 -1.70 -1.15
C -4.45 -1.27 -3.40
C 1.48 -2.44 -1.86
Cs -0.31 0.46 -0.65
H 4.79 -3.09 -0.16
H 3.14 -4.96 -0.39
C 2.92 -3.97 -0.77
N -1.77 2.75 -1.66
H 6.29 -0.87 4.48
H -0.13 -1.35 4.66
S -1.36 3.09 0.93
H -0.06 0.26 5.45
H -5.17 -1.93 -1.49
C 2.38 -1.03 3.02
C 3.75 -1.17 3.13
C -3.45 3.92 -2.88
N 2.34 -1.44 -1.76
H -1.24 -1.53 -4.47
H -5.41 -0.90 -3.72
H -5.82 5.05 -1.16
C 1.71 -3.72 -1.39
C -2.41 3.02 -2.79
C -4.32 -1.85 -2.14
C 4.55 -0.09 3.48
H 1.75 -1.86 2.71
H 6.46 -0.75 2.73
C -3.08 -2.33 -1.73
C -2.18 3.42 -0.54
H 4.56 2.00 3.96
H -2.94 -2.79 -0.76
H 0.95 -4.49 -1.51
H -4.68 6.38 -1.04
H 4.19 -0.86 -1.06
C 6.04 -0.26 3.61
C 2.57 1.30 3.59
C 3.95 1.15 3.71
O -0.38 -0.59 2.04
N -3.20 4.30 -0.55
C -1.98 -2.19 -2.57
C -2.11 -1.61 -3.83
H -3.46 -0.72 -5.22
C -3.35 -1.16 -4.24
*
```

**Energy above the lowest of the compared OMol25 structures with the same formula, charge and spin**: 0.279 eV

# C22H44N5O6SZr

A structure of composition C22H44N5O6SZr (ωB97M-V with the def2-TZVPD basis set, the Open Molecules 2025 dataset).

```
! RIJCOSX wB97M-V def2-TZVPD def2/J DEFGRID3
* xyz 1 1
H -0.37 -0.57 4.92
H 0.26 3.46 -4.68
H 3.80 -1.29 -0.21
O 3.89 0.44 -1.99
H 0.01 -2.28 4.80
S 2.91 1.20 -1.29
C -1.85 -2.40 0.47
H -3.98 0.79 -1.36
H 0.66 -3.80 0.50
C -0.98 1.95 -3.81
O 3.06 2.63 -1.27
H 1.83 -3.71 -1.66
C -0.04 -1.25 2.88
H -1.33 2.91 -1.95
H -1.87 -3.08 1.32
N 0.55 2.45 0.47
H 3.52 -1.66 4.05
C 3.32 -2.11 -0.72
H 2.17 -2.18 1.63
O 1.90 -1.81 -0.82
H -1.23 3.16 -5.57
H 3.44 -3.04 -0.17
H 0.34 1.29 3.04
C 2.28 -1.32 2.29
C -3.92 0.62 -0.28
C -2.65 1.11 1.80
H -1.22 -2.61 -3.97
H 1.32 4.20 1.07
H -0.55 -4.03 -0.78
H -2.30 -1.45 0.73
C -0.73 -1.79 -4.50
C -1.22 -0.44 -2.42
O 1.47 0.87 -1.82
C -1.37 0.76 -1.73
H 2.41 3.10 0.58
H 0.68 -2.54 -2.30
Zr 0.58 0.11 -0.15
C 0.18 -3.33 -0.36
H -0.58 0.71 -5.52
H 3.11 -0.72 1.93
C -1.25 1.95 -2.46
H 2.21 -2.82 3.88
H -1.39 -1.37 -1.89
H 3.73 -2.20 -1.73
H -4.82 1.02 0.17
N 1.04 -0.49 2.18
H -3.89 -0.46 -0.12
N -1.45 0.73 -0.30
H -1.00 -0.79 2.66
H -2.70 0.05 2.06
C 1.86 0.43 4.35
C 0.25 -1.29 4.39
C 2.48 -1.77 3.76
H -2.03 3.44 0.33
H 0.34 -2.03 -4.59
H -0.30 2.56 1.02
H -1.28 4.06 -4.06
H 2.93 0.63 4.39
O 2.67 0.68 0.14
C -0.81 0.72 -4.46
N 1.56 3.22 1.13
C -2.68 1.32 0.30
C -0.92 -0.48 -3.79
C -2.88 2.83 0.03
H -1.75 1.53 2.26
H -1.13 -1.75 -5.51
H -2.40 -2.84 -0.37
H -3.50 1.59 2.27
N 1.64 -0.98 4.65
C -0.80 3.23 -4.57
H 1.97 1.40 2.39
H 0.33 2.83 -0.45
C 1.17 -2.89 -1.39
O -0.50 -2.13 0.08
H -0.04 -2.25 2.46
H -3.09 3.02 -1.02
H 1.39 1.05 5.11
H -3.74 3.18 0.60
C 1.29 0.77 2.95
*
```

**Energy above the lowest of the compared OMol25 structures with the same formula, charge and spin**: 0.085 eV

# C5H15N3O

An isolated molecule of C5H15N3O at a distorted geometry (ωB97M-V with the def2-TZVPD basis set, the Open Molecules 2025 dataset).

```
! RIJCOSX wB97M-V def2-TZVPD def2/J DEFGRID3
* xyz 0 1
H 2.54 0.98 1.10
N 1.15 -0.07 -0.02
O -1.04 -0.44 0.62
H -2.10 -0.14 -1.17
C -1.55 0.55 -0.52
H 0.16 -1.59 2.20
H 0.98 1.82 0.87
H 2.75 0.22 -1.31
N 0.50 -1.96 1.32
H 0.59 -2.65 -0.98
C 1.66 0.32 -1.32
N -0.03 -1.85 -1.00
H -0.98 -2.23 -1.06
H 1.43 1.37 -1.51
H 1.24 -0.30 -2.10
C 1.45 0.85 1.05
H -3.06 2.06 -0.51
C 0.11 -1.09 0.22
H -0.87 1.11 -1.17
H 1.51 -2.04 1.37
H -3.16 0.93 0.85
C -2.48 1.49 0.22
H -1.90 2.17 0.84
H 1.10 0.48 2.01
*
```

**SMILES**: CCOC(N)(N)N(C)C
**Energy above the lowest of the compared OMol25 structures with the same formula, charge and spin**: 1.692 eV

# C4H14NOS

A cluster of 2 separate species, C4H14NOS in total at a distorted geometry (ωB97M-V with the def2-TZVPD basis set, the Open Molecules 2025 dataset).

```
! RIJCOSX wB97M-V def2-TZVPD def2/J DEFGRID3
* xyz 1 1
H 1.29 2.76 3.51
H 1.07 1.20 -1.59
O 1.65 2.24 2.78
H 1.56 1.62 0.54
H 0.13 0.61 0.55
H -2.16 -2.64 0.36
H 1.26 -1.66 -0.71
N 1.14 0.76 0.32
H -1.31 -1.35 -2.27
H 1.57 0.19 1.00
H -0.72 0.50 -2.25
H 2.67 0.30 -1.19
C 0.79 -0.92 -1.45
H 1.05 -1.37 -2.40
S -1.86 -0.21 -0.21
C -0.68 -0.53 -1.75
H 2.48 2.07 3.18
H -0.43 -2.21 0.20
C 1.52 0.35 -1.03
H -1.22 -1.83 1.67
C -1.41 -1.90 0.61
*
```

**Energy above the lowest of the compared OMol25 structures with the same formula, charge and spin**: 1.846 eV

no.,Kohn-Sham gap (Ha)
1,0.202
2,0.312
3,0.325
4,0.358